1.
C10H15NO | wB97M-V/def2-TZVPD

Geometry (Å):
H 2.569 2.925 1.039
C 1.118 -0.579 -1.120
H -2.395 -3.276 -1.581
O 0.303 3.322 0.107
C -2.183 -2.227 -1.823
C -1.153 1.534 2.479
H -2.782 -1.646 -1.131
N 1.786 2.735 1.649
C 0.464 2.988 1.256
H -0.034 3.193 3.316
C -0.521 2.879 2.390
H -0.193 -3.934 -2.337
H 2.181 -3.716 -1.946
C 1.572 -2.831 -1.838
H -2.468 -2.277 -2.880
C -0.261 -0.688 -1.308
C 0.184 -2.999 -1.936
H 2.058 2.029 2.311
H -1.622 1.383 3.452
H -0.896 0.182 -1.262
H -0.529 0.636 2.373
C 2.020 -1.575 -1.457
C -0.699 -1.969 -1.684
H 3.065 -1.379 -1.245
H -1.277 3.667 2.310
H -1.846 1.258 1.674
H 1.539 0.364 -0.810

energy above the lowest of the compared OMol25 structures with the same formula, charge and spin	20.5	kcal/mol
structure (SMILES)	Cc1ccccc1.CCC(N)=O
HOMO-LUMO gap	9.78	eV



2.
C6H5OS2 | wB97M-V/def2-TZVPD

Geometry (Å):
C -1.049 1.463 0.158
H 0.935 1.887 -0.068
C -3.198 0.056 0.044
S -3.520 -1.610 -0.259
H -0.045 -1.147 0.668
C 0.199 1.397 -0.613
H 0.462 0.319 -0.807
C -1.080 -1.059 0.291
O -1.382 2.526 0.663
H -1.776 -3.202 0.317
C -1.759 0.201 0.259
H 0.034 1.924 -1.571
C -1.884 -2.134 0.056
S -4.235 1.371 -0.109

charge	-1
energy above the lowest of the compared OMol25 structures with the same formula, charge and spin	0.0	kcal/mol
structure (SMILES)	C/C([O-])=C1\C=CSC1=S
HOMO-LUMO gap	6.23	eV



3.
C7H10N2 | wB97M-V/def2-TZVPD

Geometry (Å):
H -1.522 0.885 -1.579
C 0.103 -0.063 2.122
N 1.220 0.538 2.090
H 0.630 1.562 -0.262
H -1.687 -1.878 -0.526
C 0.487 -0.276 -1.391
H -0.687 0.870 0.487
H -0.156 -0.389 3.111
H 2.422 1.837 1.136
H -2.739 -0.407 -0.317
C -0.591 -0.269 0.695
H 1.384 -1.181 0.491
C -1.062 -0.067 -1.577
C 0.631 -0.635 -0.034
N 2.190 0.728 0.947
C -1.685 -0.744 -0.364
C 1.266 0.686 -0.196
H 1.134 -0.704 -2.263
H -1.339 -0.492 -2.572

energy above the lowest of the compared OMol25 structures with the same formula, charge and spin	201.7	kcal/mol
structure (SMILES)	C1=NN[C@H]2[C@@H]3CC[C@@H]1[C@@H]32
HOMO-LUMO gap	8.52	eV



4.
C12H28BN5O2Si | wB97M-V/def2-TZVPD

Geometry (Å):
H 5.387 1.183 4.658
C -5.261 1.208 -1.228
H -6.451 -2.955 -0.552
H 3.856 1.058 -2.315
H 2.729 0.073 -3.286
H -3.423 0.980 -2.311
N -3.907 -0.919 -1.686
H 0.783 1.434 -0.735
H -4.910 1.222 -0.196
C 3.398 0.071 -2.424
C -4.921 -1.960 -1.711
O 4.008 3.579 4.477
C -2.393 -2.204 -0.194
N 4.781 0.650 0.402
H -5.493 -1.825 0.396
H -3.626 -0.553 0.403
C 2.391 -2.254 -0.745
H -6.281 0.826 -1.236
N 2.916 0.335 1.810
H -5.299 2.242 -1.576
C 4.867 1.169 2.609
C 5.642 1.735 3.752
N 3.599 0.789 2.825
H -6.731 -1.227 -0.709
C -5.957 -1.982 -0.579
Si 2.494 -0.394 -0.856
H -4.410 -2.926 -1.726
H -4.803 0.274 -3.116
H -2.305 -0.124 -0.671
H -1.714 -2.082 0.652
O 6.121 4.266 3.574
H 3.235 3.398 3.931
C -3.076 -0.879 -0.495
H 4.215 -0.635 -2.593
H -5.434 -1.891 -2.674
H -3.105 -2.985 0.074
H 3.394 -2.690 -0.746
H 6.703 1.635 3.525
N 5.471 1.104 1.415
H 1.843 -2.598 0.133
C -4.331 0.395 -2.137
H 0.317 0.111 -1.802
H 1.882 -2.612 -1.646
B 5.234 3.268 3.924
H -1.815 -2.545 -1.054
C 0.786 0.347 -0.840
C 3.509 0.274 0.606
H 0.153 -0.074 -0.056
H 5.933 4.687 2.728

structure (SMILES)	C[Si](C)(C)c1nnc(CB(O)O)nn1.CCN(CC)CC
HOMO-LUMO gap	7.57	eV



5.
C15H62B3NO24 | wB97M-V/def2-TZVPD

Geometry (Å):
O -9.732 0.776 2.520
C 4.395 0.135 -0.292
H 6.917 -1.540 -2.344
C 0.308 0.956 1.807
O -0.287 -0.488 -5.778
H 2.844 0.898 -1.542
C -1.556 -1.090 -2.082
H 3.768 0.923 4.311
H 4.077 -1.347 -1.776
H -1.820 1.145 1.472
H 3.104 3.244 -0.836
H 5.558 -6.528 2.014
H -2.768 5.059 1.871
H 1.167 1.121 1.165
O 1.493 -0.503 -3.624
B 1.515 -3.569 0.527
C 5.379 0.485 0.663
H 5.017 -1.882 -0.389
O -1.408 3.934 -2.775
H 5.839 3.191 5.203
C 3.594 1.164 -0.820
H -1.395 2.693 4.518
H 0.981 -6.220 -6.297
H -0.831 -1.193 -5.409
O -1.992 5.358 1.387
O -3.217 -0.558 2.981
H 3.368 -5.574 -2.167
O -13.063 -0.122 -2.169
H 4.421 -4.813 -2.953
H 5.998 -0.292 1.074
H -13.074 0.460 -2.934
H -0.578 1.789 5.434
H 1.802 -4.643 0.955
H 3.580 0.955 2.796
H -4.462 0.524 1.831
C -0.685 -0.163 -1.520
H -3.525 1.232 -0.824
C -0.907 1.982 -0.224
H -13.981 -0.185 -1.889
H 3.651 -5.131 0.028
H 4.456 2.790 4.683
O 4.320 -5.493 -2.276
O 0.537 4.321 2.903
O 4.145 -5.772 0.542
H -1.140 3.075 -2.433
O -10.689 -0.168 -0.170
O -4.725 1.373 1.459
B 2.880 -1.850 -0.044
H 0.066 -4.383 -4.084
H -11.333 -0.410 -0.848
H -10.257 0.050 2.867
H -9.883 0.034 -0.653
H -8.079 2.335 2.573
H 5.318 -7.698 2.948
H 1.302 -0.026 -4.440
H -1.241 -1.982 -2.564
H -3.142 -1.484 2.728
H 6.173 -0.716 -3.382
O 6.359 -1.624 -3.123
O 0.829 -5.995 -5.375
H 4.792 3.815 0.883
H -2.367 3.931 -2.693
H 0.543 1.423 2.751
C 0.046 -0.536 2.100
H -2.621 -0.459 3.733
N -1.416 0.846 -0.960
H -0.735 -0.214 -6.583
O 0.051 -3.488 -3.718
H -2.321 5.593 0.514
H -1.021 2.649 1.783
H 1.490 -6.506 -4.896
C 4.687 2.801 0.534
C 5.521 1.806 1.078
H -10.162 0.980 1.680
O 4.930 3.052 5.482
H 6.249 2.034 1.834
C -2.743 0.597 -1.179
H 0.157 -0.698 3.165
H 1.188 -1.398 -3.820
H 1.209 3.994 2.297
C 4.169 -1.283 -0.705
O 2.276 -3.018 -0.496
H 0.381 -0.197 -1.477
C 3.748 2.497 -0.411
O 0.529 -2.806 1.047
H 5.323 4.728 -1.273
H -5.676 1.451 1.630
H -0.009 4.905 2.361
H -1.572 2.810 -0.421
O -1.225 1.768 4.722
H -6.910 3.230 2.998
H 0.079 2.238 -0.592
H -3.769 -1.080 -2.153
O 6.023 -7.179 2.553
H -0.957 -0.794 1.799
H 4.846 -6.044 -0.061
H 0.688 -3.503 -2.993
O 3.290 1.384 3.611
C -0.913 1.700 1.279
O 5.251 5.565 -1.746
O 2.309 -1.258 1.061
O -7.163 2.556 2.363
B 0.974 -1.532 1.382
C -2.856 -0.611 -1.853
H 4.301 5.694 -1.831

HOMO-LUMO gap	7.44	eV



6.
C5H12AlO3PTe5 | wB97M-V/def2-TZVPD

Geometry (Å):
C 6.764 4.189 5.672
H 7.407 4.505 6.480
H 7.279 3.406 5.142
C 7.255 9.762 5.785
H 7.519 10.262 4.840
H 4.810 8.047 9.658
C 4.679 7.440 7.561
H 6.654 10.380 6.439
C 6.394 5.351 4.749
P 6.459 8.010 5.444
H 5.851 3.770 6.067
Te 11.074 8.653 10.374
C 4.208 8.223 8.775
Al 8.808 8.673 6.444
Te 11.575 8.724 5.773
H 7.242 5.727 4.179
Te 8.638 8.301 9.081
Te 5.534 8.500 3.273
O 5.808 6.386 5.533
H 4.216 9.290 8.545
H 5.623 5.005 4.011
H 3.185 7.933 9.017
O 7.924 7.347 5.659
O 5.552 8.325 6.793
H 3.865 7.093 6.906
Te 12.806 8.868 8.231
H 5.272 6.581 7.821

charge	-2
energy above the lowest of the compared OMol25 structures with the same formula, charge and spin	0.0	kcal/mol
HOMO-LUMO gap	4.25	eV



7.
C4H13N2Si | wB97M-V/def2-TZVPD

Geometry (Å):
H -2.574 -1.061 -1.511
C -2.675 -0.864 -0.327
H -2.917 0.153 -0.145
Si -0.866 1.946 -0.066
H -0.948 2.030 -1.449
C 0.844 -0.292 0.227
N 1.967 0.285 -0.100
C -0.428 0.119 0.278
N -1.396 -1.044 0.479
H 1.122 -1.355 0.457
H 1.834 1.269 -0.418
H 0.106 2.837 0.625
H -3.348 -1.678 -0.025
C 3.308 -0.087 0.213
H 3.792 -0.750 -0.643
H -1.878 2.210 0.967
H -0.810 -1.814 0.100
H 3.309 -0.650 1.106
H -1.716 -1.122 1.476
H 3.933 0.791 0.187

charge	+1
expectation value of S²	2.01
energy above the lowest of the compared OMol25 structures with the same formula, charge and spin	48.7	kcal/mol
multiplicity	3
HOMO-LUMO gap (spin up / spin down)	5.41 / 9.00	eV



8.
C2H3N4S | wB97M-V/def2-TZVPD

Geometry (Å):
H 2.505 0.609 -0.407
S -1.628 0.878 -2.890
N 1.707 0.046 0.010
N -1.372 -0.452 0.899
N -1.648 -0.232 -0.346
N -0.205 -0.170 1.367
C -1.588 0.252 -1.454
C 0.807 0.547 0.830
H 1.576 -0.875 -0.413
H -0.156 -0.602 2.405

charge	+1
expectation value of S²	2.03
energy above the lowest of the compared OMol25 structures with the same formula, charge and spin	16.3	kcal/mol
multiplicity	3
HOMO-LUMO gap (spin up / spin down)	6.16 / 6.12	eV



9.
C36H39AsMnN5PS2 | wB97M-V/def2-TZVPD

Geometry (Å):
C 1.964 -3.242 -2.878
H -1.772 -5.783 1.432
H 3.169 3.235 -2.693
C 2.543 7.014 -2.238
C -1.516 0.738 -1.533
C -0.116 -2.200 -2.266
H 2.375 8.075 -2.111
H -1.154 4.530 3.753
H -2.489 5.331 -0.234
H 1.850 -5.344 -0.169
C 2.993 6.521 -3.456
C -0.470 4.637 -0.046
C -1.968 4.948 1.813
H 2.214 1.559 -1.395
C 1.498 -2.842 3.086
C 2.307 6.149 -1.181
C -2.397 1.311 -3.695
H 1.138 -5.189 3.801
C 0.796 1.164 0.222
H 2.500 -3.994 -3.442
C -2.844 -0.621 1.503
C 0.577 -3.171 -2.968
Mn -0.978 -3.289 1.585
H -0.010 -4.753 5.040
H 0.234 -4.906 -0.724
H 2.368 -4.515 2.039
H 1.949 6.547 -0.238
P -0.280 -0.050 -0.543
H -2.401 1.784 0.130
H 0.037 -3.870 -3.593
As 2.280 3.607 0.199
H 1.069 3.906 2.883
C -2.416 1.612 -0.930
C -3.326 0.695 1.744
H 0.713 2.496 -1.484
H 2.536 -0.651 -0.779
C 1.983 -1.366 -1.377
C -3.319 2.155 -3.084
H -0.248 -2.748 4.141
C 0.591 -1.280 -1.484
C 0.868 -4.990 0.158
H 1.504 0.668 0.893
N -3.691 1.768 1.944
C -1.715 4.997 0.447
C -5.114 -1.395 1.475
C -0.931 -5.588 3.284
S -1.105 -0.917 1.406
H 3.179 7.198 -4.279
C 1.457 2.077 -0.806
H -4.024 2.983 -1.226
H 1.164 -2.992 0.007
C 2.666 -2.347 -2.080
H 1.404 -1.764 2.950
C 0.261 -5.964 1.150
H -0.770 -6.646 3.506
H -0.277 4.699 -1.112
C 2.978 4.294 -2.552
S -3.237 -3.318 1.367
H -2.382 1.213 -4.772
H 2.860 -2.963 1.414
N -6.240 -1.172 1.511
N 0.954 -3.632 0.758
C -0.966 4.552 2.687
C 0.540 4.231 0.825
H -1.196 -2.149 -2.333
H 3.570 4.772 -4.555
C 3.212 5.160 -3.611
H 0.985 -6.226 1.920
C 0.285 4.200 2.194
H -1.920 -5.314 3.653
C 2.514 4.781 -1.334
H -0.009 -6.895 0.652
C -1.496 0.597 -2.931
C -3.709 -1.669 1.427
C 2.005 -3.514 1.807
C -3.324 2.312 -1.705
N 0.161 -3.361 3.444
H -2.938 5.233 2.196
C 0.153 -4.752 3.963
H 3.745 -2.399 -2.023
N -0.930 -5.360 1.810
H -4.027 2.704 -3.691
H 2.218 -3.012 3.891
H -0.774 -0.044 -3.417
H 0.114 1.743 0.859

charge	+2
expectation value of S²	3.78
energy above the lowest of the compared OMol25 structures with the same formula, charge and spin	0.0	kcal/mol
multiplicity	4
HOMO-LUMO gap (spin up / spin down)	5.84 / 5.72	eV



10.
C2H12N2O4 | wB97M-V/def2-TZVPD

Geometry (Å):
N -0.984 1.270 1.285
H 0.745 1.191 -1.676
H 3.178 0.437 -0.843
H -1.140 -0.947 0.096
H 0.149 -2.828 1.412
H 2.017 0.481 0.130
N -0.322 -0.882 0.767
H -0.289 1.899 -0.855
H -1.420 0.518 -1.642
H -1.859 0.785 1.392
O 2.245 0.293 -0.840
C 0.486 -2.068 0.711
O -0.178 1.478 -1.679
O -2.229 -0.076 -1.327
H -2.749 -0.314 -2.147
C 0.061 0.366 1.239
H 0.306 -2.510 -0.292
H -0.731 2.075 1.896
O 1.220 0.755 1.555
H 1.497 -1.924 0.817

energy above the lowest of the compared OMol25 structures with the same formula, charge and spin	11.1	kcal/mol
structure (SMILES)	CNC(N)=O.O.O.O
HOMO-LUMO gap	10.45	eV



11.
C12H26N2O2S | wB97M-V/def2-TZVPD

Geometry (Å):
H 1.942 0.395 -3.744
H -4.205 -0.060 2.118
H 3.314 -1.164 -2.869
C 0.582 -0.899 -1.493
H 1.573 -2.832 -1.875
H -4.841 1.693 1.846
H -0.265 1.096 -1.765
H -0.908 -0.120 2.105
H 3.984 -1.842 -1.379
H -0.408 0.075 -3.184
N -1.665 -0.246 2.813
H 0.040 -2.668 -2.709
C -1.975 1.029 3.576
H 4.734 -0.451 -2.166
H -1.515 -1.596 -1.541
H -3.587 2.678 3.795
H 1.431 -1.818 -3.328
C -4.594 0.901 2.699
C -0.754 -1.330 -0.797
H -5.821 -0.793 4.287
N 1.702 -0.670 -0.519
H 2.147 2.088 -1.213
H -7.046 -0.207 2.471
C -3.538 1.492 3.804
C 0.935 -2.111 -2.398
O -1.015 1.828 4.119
C 0.270 0.348 -2.366
C 1.507 1.017 -2.955
O 1.191 0.085 0.553
S -6.226 0.338 3.509
H 3.479 1.261 0.740
C 2.910 0.048 -1.043
H 1.217 1.958 -3.438
H 3.440 1.730 -2.339
C 2.542 1.305 -1.872
H 4.823 0.884 -0.320
H -3.928 1.162 4.874
H -1.194 -0.527 -0.194
H 4.164 -0.379 0.727
C 3.893 0.476 0.095
H -0.602 -2.204 -0.152
C 3.769 -0.909 -1.913
H -1.503 -1.064 3.440

charge	+1
expectation value of S²	0.75
multiplicity	2
HOMO-LUMO gap (spin up / spin down)	6.79 / 7.44	eV



12.
C4H14O2 | wB97M-V/def2-TZVPD

Geometry (Å):
H -2.996 1.497 -1.393
H 0.321 0.255 0.098
O 2.646 -0.296 1.084
H -1.647 0.913 1.028
H -2.473 -0.418 0.254
C -0.393 -0.570 0.057
H -1.164 -1.473 1.986
C -2.005 1.090 -1.157
H -0.320 -1.123 -0.871
H 3.068 1.470 -0.443
C -1.687 0.339 0.104
H -1.770 0.440 -2.004
C -0.439 -1.613 1.195
O 2.804 1.913 -1.240
H -0.672 -2.529 0.642
H 2.784 -1.065 0.524
H -1.426 2.018 -1.285
H 2.871 1.374 -2.000
H 0.518 -1.838 1.654
H 1.979 -0.384 1.768

energy above the lowest of the compared OMol25 structures with the same formula, charge and spin	24.1	kcal/mol
structure (SMILES)	CCCC.O.O
HOMO-LUMO gap	11.26	eV



| no. | calculated total energy (eV) |
| --- | --- |
| 1 | -14150.689 |
| 2 | -30021.855 |
| 3 | -10392.865 |
| 4 | -32998.606 |
| 5 | -69228.812 |
| 6 | -63879.300 |
| 7 | -15203.521 |
| 8 | -18904.060 |
| 9 | -168519.597 |
| 10 | -13439.936 |
| 11 | -30763.517 |
| 12 | -8469.316 |